1.
C28H63Br6O18P3 as an isolated structure. Source: OMol25; level of theory: wB97M-V/def2-TZVPD.

**LUMO level**: -0.7 eV
**Total energy**: -515039.115 eV
**Kohn-Sham gap**: 9.486 eV
**M**: 1260.14 g/mol

```
! RIJCOSX wB97M-V def2-TZVPD def2/J DEFGRID3
* xyz 0 1
C 0.487 -1.255 -0.420
Br -0.533 -1.991 -1.939
Br 1.954 -2.425 0.213
Br -0.844 -0.782 1.044
H 0.828 -0.272 -0.743
C 5.839 -2.492 0.603
Br 5.664 -1.250 2.072
Br 6.520 -4.274 1.190
Br 7.031 -1.782 -0.840
H 4.839 -2.536 0.171
C 1.626 0.351 3.001
C 2.726 1.203 3.642
O 2.073 2.100 4.471
C 2.742 2.886 5.274
O 3.965 2.832 5.483
O 1.929 3.887 5.803
C 2.411 4.913 6.634
H 2.089 -0.420 2.386
H 1.041 1.041 2.392
H 0.916 0.000 3.750
H 3.137 1.769 2.806
H 3.452 0.570 4.151
H 3.422 5.213 6.360
H 2.673 4.536 7.623
H 1.750 5.778 6.680
C -0.695 -2.522 -5.506
C -1.535 -1.277 -5.359
O -0.678 -0.333 -4.843
C -1.044 0.771 -4.224
O -2.172 1.102 -3.807
O -0.011 1.666 -4.130
C 1.323 1.393 -4.508
H -1.263 -3.237 -6.102
H -0.607 -3.034 -4.548
H 0.247 -2.377 -6.036
H -2.302 -1.385 -4.592
H -1.969 -0.915 -6.291
H 1.356 1.116 -5.562
H 1.816 0.605 -3.939
H 1.935 2.273 -4.311
C -4.119 -5.486 -5.010
C -4.596 -5.715 -3.591
O -3.466 -5.425 -2.820
P -3.542 -5.239 -1.197
O -4.500 -6.171 -0.463
O -1.940 -5.372 -0.746
C -1.705 -5.842 0.595
C -0.498 -5.081 1.090
O -3.753 -3.631 -0.918
C -3.816 -3.078 0.294
C -4.194 -1.540 0.188
H -4.888 -5.823 -5.705
H -3.926 -4.422 -5.151
H -3.137 -5.902 -5.231
H -5.334 -4.940 -3.384
H -4.976 -6.728 -3.466
H -2.529 -5.611 1.270
H -1.584 -6.925 0.574
H 0.383 -5.649 0.791
H -0.624 -4.070 0.700
H -0.429 -5.155 2.175
H -4.584 -3.542 0.912
H -2.944 -3.246 0.927
H -4.245 -1.130 1.197
H -3.448 -0.882 -0.258
H -5.139 -1.387 -0.333
C 6.745 3.112 0.002
C 5.903 1.841 -0.368
O 4.612 2.333 -0.743
P 3.383 1.282 -0.740
O 3.425 0.285 0.387
O 2.068 2.253 -0.947
C 2.103 3.642 -0.842
C 2.619 4.040 0.551
O 3.482 0.600 -2.206
C 3.530 -0.785 -2.442
C 4.532 -1.057 -3.610
H 6.355 3.440 0.965
H 7.813 2.958 0.154
H 6.636 3.892 -0.752
H 6.352 1.394 -1.255
H 5.848 1.061 0.392
H 2.676 4.051 -1.674
H 1.176 4.199 -0.977
H 2.252 3.428 1.375
H 3.703 3.969 0.647
H 2.317 5.057 0.800
H 3.874 -1.287 -1.538
H 2.525 -1.161 -2.634
H 4.691 -2.101 -3.881
H 4.270 -0.485 -4.500
H 5.540 -0.801 -3.285
C -1.425 2.629 -0.719
C -2.542 2.100 0.185
O -2.349 2.606 1.515
P -3.499 2.463 2.671
O -3.395 3.462 3.752
O -4.928 2.443 1.928
C -5.426 3.683 1.501
C -6.477 4.287 2.477
O -3.380 0.867 3.207
C -2.134 0.362 3.739
C -1.972 0.646 5.236
H -1.267 3.699 -0.585
H -0.488 2.093 -0.566
H -1.685 2.468 -1.765
H -3.467 2.554 -0.172
H -2.727 1.026 0.205
H -4.652 4.445 1.411
H -5.940 3.644 0.540
H -6.821 5.273 2.164
H -7.338 3.646 2.666
H -6.061 4.577 3.442
H -2.174 -0.721 3.622
H -1.227 0.786 3.309
H -2.919 0.620 5.774
H -1.173 0.078 5.712
H -1.573 1.649 5.385
*
```

2.
One molecule with the formula C4H8N2O. Source: OMol25; level of theory: wB97M-V/def2-TZVPD.

**LUMO level**: 0.7 eV
**Total energy**: -9299.450 eV
**Kohn-Sham gap**: 9.787 eV
**M**: 100.12 g/mol

```
! RIJCOSX wB97M-V def2-TZVPD def2/J DEFGRID3
* xyz 0 1
C -0.604 2.455 -2.230
C -0.980 -0.314 0.144
C 0.609 -1.009 1.929
C 0.192 -1.296 0.434
N -1.249 1.580 -1.483
N -0.468 0.498 -0.824
O 1.332 -1.152 -0.431
H -1.302 3.190 -2.573
H -0.368 -0.886 2.514
H 1.348 -0.100 1.966
H 1.275 -1.837 2.343
H -0.085 -2.287 0.281
H -2.058 1.494 -0.796
H 0.340 0.267 -1.339
H 2.016 -0.604 0.063
*
```

3.
A 2-piece molecular cluster, C4H13N2 overall. Source: OMol25; level of theory: wB97M-V/def2-TZVPD.

**LUMO level**: -4.2 eV
**Total energy**: -7330.489 eV
**Kohn-Sham gap**: 9.222 eV
**M**: 89.16 g/mol

```
! RIJCOSX wB97M-V def2-TZVPD def2/J DEFGRID3
* xyz 1 1
C 1.477 -0.307 -2.791
C -0.441 -1.328 1.559
C -1.602 0.759 1.912
C 0.612 0.708 0.890
N 0.583 0.417 -1.878
N -0.390 0.126 1.364
H 1.079 -1.392 -2.930
H 1.551 0.120 -3.775
H 2.430 -0.333 -2.196
H -1.533 -1.515 1.747
H -0.149 -1.660 0.586
H 0.078 -1.802 2.432
H -1.665 0.566 3.057
H -1.567 1.845 1.780
H -2.334 0.379 1.195
H 0.406 1.468 -2.202
H 0.492 1.829 0.765
H 1.319 0.154 0.432
H -0.343 -0.035 -1.947
*
```

4.
C17H8Co2F3NO10S as an isolated structure. Source: OMol25; level of theory: wB97M-V/def2-TZVPD.

**LUMO level**: 4.7 eV
**Total energy**: -133959.662 eV
**Kohn-Sham gap**: 5.816 eV
**M**: 593.18 g/mol

```
! RIJCOSX wB97M-V def2-TZVPD def2/J DEFGRID3
* xyz -2 1
F -2.712 -5.020 -0.969
C -2.087 -4.226 -0.083
F -2.965 -3.283 0.346
F -1.693 -4.955 0.987
S -0.587 -3.473 -0.910
C -0.127 -2.266 0.284
C 1.263 -1.929 0.314
C 1.843 -1.500 1.553
C 3.175 -1.163 1.638
C 3.981 -1.188 0.477
N 5.357 -0.824 0.537
O 6.021 -0.850 -0.527
O 5.855 -0.495 1.639
C 3.430 -1.593 -0.757
C 2.105 -1.957 -0.846
O 0.380 -4.540 -1.025
O -1.087 -2.801 -2.092
H -0.609 -2.425 1.255
H 1.190 -1.467 2.433
H 3.641 -0.872 2.580
H 4.084 -1.622 -1.626
H 1.715 -2.245 -1.823
O -4.145 1.575 -3.197
C -3.465 1.879 -2.316
Co -2.364 2.478 -1.035
C -0.881 2.436 -1.978
O 0.061 2.429 -2.646
C -2.855 4.225 -1.157
O -3.352 5.221 -1.464
C -2.240 1.992 0.714
C -1.912 0.971 -0.164
C -1.657 -0.339 -0.341
Co -1.053 3.556 0.966
C 0.538 3.076 0.393
O 1.599 2.729 0.094
C -0.830 3.370 2.692
O -0.672 3.215 3.829
C -1.271 5.304 0.842
O -1.397 6.455 0.814
H -2.992 1.847 1.507
H -1.176 -0.656 -1.263
H -2.110 -1.073 0.326
*
```

5.
C15H24BiIN2O7P2 as an isolated structure. Source: OMol25; level of theory: wB97M-V/def2-TZVPD.

**LUMO level (spin up / spin down)**: -11.1 / -11.1 eV
**Total energy**: -65748.982 eV
**Kohn-Sham gap (spin up / spin down)**: 3.867 / 3.853 eV
**M**: 742.20 g/mol

```
! RIJCOSX wB97M-V def2-TZVPD def2/J DEFGRID3
* xyz 2 1
C -3.857 -3.013 -0.298
I -1.217 -4.283 -1.513
H -4.225 -2.084 0.220
H -3.994 -3.810 0.371
H -4.400 -3.103 -1.198
Bi -2.085 -1.862 -0.263
P -1.017 -2.129 2.422
C 0.235 -3.461 2.404
C -0.243 -0.825 3.465
H -0.420 -1.074 4.521
H -1.929 -3.067 4.463
H -0.718 0.129 3.197
H -3.087 -1.956 3.672
H 1.173 -3.060 2.031
H 0.832 -0.770 3.252
C -2.357 -2.756 3.506
H 0.349 -3.809 3.425
H -2.857 -3.605 3.029
H -0.095 -4.270 1.759
P -1.727 -0.085 -2.582
C -0.771 -0.966 -3.900
C -3.335 0.216 -3.418
H -1.387 2.130 -1.733
H -1.166 2.099 -3.522
H 0.115 1.495 -2.418
C -0.965 1.577 -2.579
H -3.920 0.912 -2.804
H -3.177 0.645 -4.417
H -0.930 -0.452 -4.860
H -1.106 -2.011 -3.971
H -3.890 -0.727 -3.506
H 0.298 -0.951 -3.638
C 0.778 -1.897 -0.712
O 1.660 -2.590 -0.997
O 1.426 -0.643 0.639
C 0.870 0.514 0.473
O -0.357 0.726 0.280
C 1.865 1.678 0.425
C 1.398 2.962 0.111
C 2.279 4.071 0.012
C 3.633 3.830 0.343
C 4.096 2.559 0.744
C 3.199 1.469 0.789
N 5.493 2.390 1.080
O 6.240 3.399 1.010
O 5.896 1.254 1.417
N 1.839 5.307 -0.506
O 0.655 5.423 -0.881
O 2.667 6.236 -0.580
H 0.343 3.092 -0.101
H 4.350 4.649 0.264
H 3.543 0.494 1.077
*
```

6.
An isolated ion of composition C4H4O and charge +1. Source: OMol25; level of theory: wB97M-V/def2-TZVPD.

**LUMO level (spin up / spin down)**: -6.6 / -7.2 eV
**Total energy**: -6246.782 eV
**Kohn-Sham gap (spin up / spin down)**: 7.850 / 9.018 eV
**⟨S²⟩**: 0.78
**M**: 68.07 g/mol

```
! RIJCOSX wB97M-V def2-TZVPD def2/J DEFGRID3
* xyz 1 2
C 0.201 1.676 -0.592
C 0.646 1.167 0.656
C 0.008 0.090 0.382
H 0.853 1.616 -1.469
H -0.676 2.329 -0.634
C -0.551 -1.172 0.494
O 0.087 -2.260 0.303
H -1.584 -1.302 0.830
H 1.016 -2.143 0.031
*
```